This record from OMol25 describes a 5-piece molecular cluster, C42H75BF5IN9O3 overall at a distorted geometry. The level of theory is the ωB97M-V functional and the def2-TZVPD basis.

Calculated values
orbital gap: 8.5 eV
ΔE to the lowest compared entry with this formula, charge and spin: 37.51 kcal/mol
net charge: +1
highest occupied orbital energy: -11.38 eV

The geometry in XYZ format:
```
136
C42H75BF5IN9O3, DFT the ωB97M-V functional and the def2-TZVPD basis
C 2.53714 -2.34902 2.64846
C 3.08862 -1.85011 1.27041
C 3.35010 -0.34210 1.42139
C 3.31256 0.53800 0.13398
N 3.35407 -0.37697 -1.03916
C 4.46955 -0.73884 -1.52347
C 5.65980 -1.33567 -0.79324
C 4.62863 -0.63085 -3.04840
N 4.39673 1.48934 -0.14593
B 5.22788 2.04267 0.99063
O 4.81129 3.00414 1.88475
C 6.72865 1.50930 1.14892
C 6.94382 0.70325 2.47228
C 3.95794 2.36050 -1.13170
N 4.74256 2.92799 -2.03674
C 6.18309 2.61242 -2.08685
C 7.07330 3.54313 -1.27039
C 6.57931 4.69290 -0.37226
N 8.29668 3.33307 -1.39670
C 4.18899 3.82337 -3.02058
F 3.58282 3.08252 -3.94572
F 3.34105 4.66954 -2.47403
C 5.20273 4.69335 -3.81834
F 4.43778 5.51438 -4.53190
F 5.95611 5.46023 -3.08427
F 5.87209 4.01723 -4.70439
N 2.63841 2.47664 -0.96847
O 1.82944 2.60306 -2.08302
C 2.03662 1.44940 -0.00850
C 0.84363 0.72612 -0.64378
C 0.26599 -0.44258 0.22211
C -1.28742 -0.37001 0.28776
C -1.92897 -0.39191 -1.12690
C -2.56302 0.94385 -1.56153
O -3.40095 1.46589 -0.53978
C -2.99860 2.75456 -0.11180
C -3.44955 3.05001 1.31883
C 1.70170 2.36901 1.27911
I 1.89934 4.52513 0.91772
C 0.27676 2.19942 1.87369
C 0.23995 1.22665 3.09822
H 2.66388 -3.42436 2.77637
H 1.49161 -2.04355 2.71170
H 3.11777 -1.83822 3.42751
H 3.99220 -2.43990 1.09563
H 2.35161 -2.13117 0.52081
H 4.29359 -0.28694 1.99104
H 2.59692 0.02312 2.13057
H 5.80754 -0.93712 0.21319
H 6.55819 -1.16964 -1.39442
H 5.49018 -2.41346 -0.69941
H 4.28867 -1.57584 -3.49115
H 5.65683 -0.39770 -3.33489
H 3.96434 0.15584 -3.41270
H 4.67652 2.62071 2.76349
H 7.33302 2.42147 1.24684
H 7.09967 1.00447 0.25249
H 6.86555 -0.37837 2.35902
H 6.17148 1.02307 3.18696
H 7.88931 1.00560 2.92242
H 6.26572 1.62222 -1.62443
H 6.54866 2.47963 -3.10529
H 6.85625 5.62922 -0.85623
H 7.08546 4.58116 0.58720
H 5.49904 4.64749 -0.18918
H 8.82549 4.00667 -0.84239
H 1.48429 3.51272 -2.09636
H 0.00263 1.40571 -0.77382
H 1.13215 0.26831 -1.58481
H 0.63750 -0.47052 1.24464
H 0.46476 -1.39091 -0.28398
H -1.64618 0.43271 0.93618
H -1.58074 -1.31498 0.77118
H -2.61790 -1.23033 -1.24727
H -1.12543 -0.58356 -1.85664
H -1.81033 1.66452 -1.90477
H -3.20599 0.74121 -2.43191
H -3.41034 3.49246 -0.82014
H -1.90411 2.89022 -0.14123
H -2.87267 3.89029 1.72041
H -4.49600 3.36881 1.30214
H -3.33362 2.18659 1.97843
H 2.39988 2.06354 2.05871
H 0.01312 3.16464 2.31121
H -0.50815 1.98862 1.15259
H 1.23698 1.01891 3.49784
H -0.25992 0.28185 2.86387
H -0.34808 1.69094 3.89465
C -6.93026 2.26619 -3.93421
C -6.68673 3.76830 -4.02725
C -5.97192 4.33306 -2.79447
C -6.78845 4.10138 -1.58863
N -7.44226 3.92761 -0.67114
H -7.58391 2.01816 -3.09617
H -7.41402 1.90207 -4.84034
H -5.98969 1.72336 -3.80909
H -7.64352 4.27668 -4.16208
H -6.08373 3.97929 -4.91278
H -5.80727 5.40470 -2.91065
H -4.99997 3.85450 -2.66162
C -2.76690 -5.39023 0.81483
C -2.03350 -5.86627 2.06516
C -2.10357 -4.86099 3.21806
C -1.48389 -3.58738 2.81995
N -1.00329 -2.59993 2.51122
H -2.32287 -4.47745 0.41208
H -2.71666 -6.14793 0.03212
H -3.81963 -5.19389 1.02823
H -0.98869 -6.06340 1.81280
H -2.46698 -6.81069 2.39700
H -1.57883 -5.25184 4.09018
H -3.14041 -4.67547 3.50239
C -10.56683 2.74973 -1.20899
C -11.20411 1.36569 -1.17636
C -10.46206 0.35361 -2.05542
C -10.46127 0.79032 -3.46179
N -10.46089 1.13567 -4.54841
H -10.59431 3.17948 -2.21254
H -11.10421 3.43160 -0.54923
H -9.52868 2.71129 -0.88132
H -12.24473 1.44225 -1.49960
H -11.21511 0.99861 -0.14813
H -10.94057 -0.62427 -1.99358
H -9.42819 0.24568 -1.72262
C 0.96533 -9.53763 2.72768
C 0.19952 -10.44466 3.68457
C -1.23658 -9.97207 3.93257
C -1.24001 -8.62713 4.53112
N -1.24261 -7.58635 4.99659
H 1.07140 -8.52869 3.13089
H 1.96942 -9.92648 2.55714
H 0.45983 -9.47022 1.76156
H 0.73718 -10.49837 4.63331
H 0.17184 -11.45562 3.27442
H -1.74874 -10.65609 4.60947
H -1.79659 -9.94133 2.99647
```

=====

This record from OMol25 describes a 4-piece molecular cluster, C42H76BBrINO18P3 overall at a distorted geometry. The level of theory is the ωB97M-V functional and the def2-TZVPD basis.

Calculated values
orbital gap: 7.1 eV
net charge: -1
highest occupied orbital energy: -5.40 eV

The geometry in XYZ format:
```
143
C42H76BBrINO18P3, DFT the ωB97M-V functional and the def2-TZVPD basis
C -0.02706 1.08376 1.91129
C -0.26406 -0.38426 1.55860
Br -0.77948 -1.41504 3.14546
C -1.26851 -0.53478 0.41112
C -0.66771 -1.06889 -0.90283
I -0.11598 -3.15944 -0.51432
O -1.50366 -1.03961 -1.97349
B -1.43934 0.27108 -2.68646
C -2.64793 1.33604 -2.37702
O -3.92496 0.65602 -2.36534
C -5.05326 1.41825 -2.06262
O -4.78759 2.76996 -1.78452
C -5.62668 3.69189 -2.43376
C -4.80757 4.94414 -2.75334
O -4.89320 5.89868 -1.69304
C -0.88292 0.20974 -4.21635
C -0.48539 1.40987 -4.81461
C 0.03922 1.41263 -6.09890
C 0.18328 0.22324 -6.80191
C -0.21949 -0.97072 -6.22888
C -0.74776 -0.97177 -4.94063
O -0.27951 0.91390 -1.92046
C 0.48588 -0.10555 -1.35126
C 1.62022 -0.69796 -2.21091
C 3.03934 -0.40609 -1.65256
C 3.50396 0.95604 -2.11536
O 2.84784 1.94069 -1.89085
N 4.71549 1.07427 -2.84125
C 5.75212 1.84415 -2.23693
C 5.72779 2.26927 -0.91831
C 6.77966 3.03258 -0.43790
C 7.86126 3.37197 -1.23117
C 7.89501 2.92404 -2.55745
C 6.84036 2.17433 -3.04224
H -0.94066 1.67126 1.83923
H 0.70568 1.53799 1.24243
H 0.39433 1.14510 2.91589
H 0.68610 -0.80463 1.23430
H -2.07625 -1.20808 0.70070
H -1.73454 0.42036 0.16751
H -2.41553 1.79360 -1.41345
H -2.67650 2.08887 -3.17241
H -5.49617 0.98284 -1.14990
H -5.81492 1.29490 -2.84737
H -6.45969 4.02124 -1.80162
H -6.01666 3.31471 -3.38447
H -5.06960 5.35783 -3.73023
H -3.76937 4.60091 -2.81354
H -4.87109 6.77085 -2.09366
H -0.58419 2.33788 -4.26434
H 0.36205 2.35467 -6.52951
H 0.62069 0.23254 -7.79401
H -0.10987 -1.91070 -6.75881
H -1.06284 -1.89701 -4.46961
H 1.00503 0.44810 -0.56027
H 1.57164 -0.22470 -3.19394
H 1.53332 -1.77128 -2.37232
H 3.69297 -1.18645 -2.05088
H 3.03192 -0.45078 -0.56183
H 5.05031 0.17177 -3.15239
H 4.91020 2.02025 -0.25696
H 6.79253 3.38734 0.58551
H 8.67292 3.98338 -0.85930
H 8.72473 3.14603 -3.21625
H 6.85172 1.81688 -4.06460
O 10.78202 -1.03652 -3.77726
P 12.08240 -1.13453 -3.09166
O 12.14681 -2.51266 -2.26911
C 12.14440 -3.75568 -2.97876
C 13.49327 -4.06780 -3.60171
O 11.96193 -0.09445 -1.85208
C 10.93984 0.90754 -1.81871
C 9.77763 0.48531 -0.94815
O 13.66949 -0.90627 -3.25531
C 14.14332 0.06884 -4.21245
C 13.91582 1.49353 -3.74617
H 11.35731 -3.74736 -3.73764
H 11.88982 -4.52157 -2.24756
H 13.72610 -3.37014 -4.40818
H 13.49767 -5.07725 -4.01458
H 14.28671 -3.98169 -2.85955
H 10.60144 1.14995 -2.82693
H 11.40018 1.80965 -1.40786
H 9.39329 -0.49352 -1.23605
H 8.98131 1.21981 -1.03153
H 10.09794 0.40514 0.09232
H 13.66679 -0.10329 -5.18028
H 15.20851 -0.12061 -4.33405
H 12.85821 1.75898 -3.78285
H 14.45723 2.19018 -4.38716
H 14.25078 1.61919 -2.71738
O -1.97144 -2.61558 9.70994
P -2.34840 -1.29513 9.17324
O -1.92300 -0.15679 10.22688
C -0.53435 0.07121 10.48721
C 0.14152 0.85043 9.37323
O -3.96449 -1.23635 9.37324
C -4.72220 -2.41696 9.62134
C -5.02356 -2.56696 11.09822
O -2.37206 -0.38264 7.85997
C -2.40089 -1.01801 6.55068
C -3.75222 -1.62269 6.23243
H -0.02786 -0.88302 10.65802
H -0.48924 0.63997 11.41544
H 0.19744 0.26121 8.45670
H 1.15683 1.12516 9.66212
H -0.42130 1.75449 9.14247
H -4.20978 -3.29877 9.23611
H -5.65469 -2.31570 9.06122
H -4.10973 -2.51496 11.68990
H -5.51889 -3.51883 11.29778
H -5.67361 -1.75828 11.43614
H -1.61349 -1.77182 6.49323
H -2.16232 -0.24149 5.82813
H -3.93909 -2.51670 6.83106
H -3.79334 -1.90878 5.18144
H -4.55128 -0.91278 6.44326
O -9.60995 -0.44665 0.58644
P -10.11580 -1.04901 -0.65926
O -9.09752 -0.76098 -1.85640
C -7.78520 -1.35159 -1.82800
C -7.81382 -2.81989 -2.20729
O -11.33171 -0.05720 -1.10620
C -11.89617 0.87620 -0.18912
C -11.32186 2.26098 -0.40383
O -10.83148 -2.35356 -1.27806
C -11.63726 -3.18922 -0.41830
C -12.96431 -2.54576 -0.06515
H -7.33383 -1.21107 -0.84329
H -7.18252 -0.80161 -2.54766
H -8.32714 -3.41418 -1.44814
H -6.79881 -3.20334 -2.31054
H -8.34863 -2.96258 -3.14635
H -11.75072 0.54938 0.84101
H -12.97340 0.88831 -0.37505
H -10.23276 2.24043 -0.37485
H -11.68130 2.95233 0.36029
H -11.61153 2.64332 -1.38386
H -11.07519 -3.43936 0.48433
H -11.80362 -4.11480 -0.96685
H -12.82974 -1.71441 0.62859
H -13.62138 -3.27468 0.41082
H -13.45083 -2.15409 -0.95763
```

=====

This record from OMol25 describes C42H76F6LiNO26S10 as an isolated structure at a distorted geometry. The level of theory is the ωB97M-V functional and the def2-TZVPD basis.

Calculated values
orbital gap: 10.2 eV
highest occupied orbital energy: -9.90 eV

The geometry in XYZ format:
```
162
C42H76F6LiNO26S10, DFT the ωB97M-V functional and the def2-TZVPD basis
Li 0.12836 0.99406 4.54176
C -1.95658 -1.67486 2.04017
F -1.96819 -2.16663 0.83982
F -3.15917 -1.52757 2.49692
F -1.24573 -2.47834 2.82886
S -1.11662 0.00924 2.06606
O -1.08780 0.49507 0.70083
O -1.93923 0.72417 3.01730
N 0.32450 -0.09154 2.70297
S 1.74920 -0.67146 2.28656
O 2.60933 -0.73167 3.44345
O 1.71697 -1.75842 1.32564
C 2.56663 0.67423 1.25052
F 3.89788 0.82390 1.52760
F 2.45987 0.39526 0.00852
F 1.93576 1.86250 1.38764
C 2.17243 -7.08345 -6.45115
C 2.71398 -7.47910 -5.08009
C 4.14508 -7.07217 -4.82819
O 4.17234 -6.31937 -3.60452
C 2.82336 -6.06615 -3.26466
O 2.60509 -5.28629 -2.38007
O 1.96633 -6.68475 -4.11317
H 2.56668 -7.74812 -7.26071
H 2.53992 -6.08323 -6.69897
H 1.11530 -7.21942 -6.38922
H 2.47412 -8.46889 -4.77103
H 4.41810 -6.38277 -5.63454
H 4.87266 -7.87441 -4.72340
C -6.20222 -4.30013 -0.01097
C -5.18913 -5.09875 0.76798
C -3.75728 -4.48109 0.72710
O -3.44468 -4.27709 2.06797
C -4.49336 -4.56128 2.84468
O -4.50035 -4.43943 4.02770
O -5.54135 -5.11346 2.18008
H -6.56601 -3.53235 0.64796
H -6.99746 -4.87712 -0.41928
H -5.77873 -3.81550 -0.93195
H -5.16643 -6.19212 0.56054
H -3.84339 -3.54484 0.16848
H -2.93219 -5.04876 0.33171
C 5.45678 -3.45031 -3.12127
C 5.30831 -3.47445 -1.60470
C 4.26360 -2.41841 -1.18275
S 4.50382 -1.04920 -2.22494
O 5.20705 0.05767 -1.63151
O 3.22627 -0.73598 -2.85735
C 5.52894 -1.95201 -3.44795
H 4.61395 -3.85264 -3.63149
H 6.38524 -3.83523 -3.52160
H 6.24404 -3.27003 -1.10873
H 4.93928 -4.48107 -1.22618
H 4.33716 -2.04005 -0.12104
H 3.23387 -2.80998 -1.37172
H 6.56985 -1.61420 -3.34500
H 5.18852 -1.55601 -4.40077
C 3.03952 5.33664 -0.66693
C 4.37005 4.62323 -1.06105
C 5.13163 4.13352 0.16129
S 5.00396 5.51032 1.25473
O 6.00369 6.49990 0.80482
O 4.89801 5.03610 2.59269
C 3.33955 6.04984 0.64127
H 2.26911 4.53156 -0.55707
H 2.79838 5.98721 -1.53031
H 4.89218 5.37775 -1.55051
H 4.25915 3.80942 -1.75204
H 6.17857 4.06022 -0.07007
H 4.71164 3.21874 0.55332
H 3.29723 7.14632 0.55587
H 2.58663 5.79000 1.40705
C -0.93863 4.02281 0.90117
C -2.38413 3.99421 0.51601
C -3.06553 5.26046 1.19329
S -1.74523 6.28720 1.84930
O -1.51584 5.96270 3.23319
O -1.90877 7.70048 1.49737
C -0.48935 5.47101 0.84149
H -0.33350 3.42474 0.26173
H -0.75223 3.71295 1.94066
H -2.78330 3.03470 0.68506
H -2.53052 4.12210 -0.53621
H -3.48542 4.93095 2.11822
H -3.71854 5.84253 0.56823
H 0.36936 5.68318 1.42635
H -0.56597 5.90232 -0.12754
C -0.99345 -4.75845 -2.91416
C -0.17965 -3.58294 -2.28940
C 0.66089 -3.02338 -3.38905
S -0.19941 -3.31941 -4.96591
O 0.53851 -4.26709 -5.78225
O -0.67943 -2.04603 -5.46437
C -1.62473 -4.24917 -4.22585
H -1.68836 -5.07294 -2.16889
H -0.28315 -5.53970 -3.13570
H 0.41606 -3.97432 -1.50924
H -0.98517 -2.94877 -1.84915
H 1.60483 -3.56182 -3.52203
H 0.85067 -1.97282 -3.41195
H -1.97564 -4.96612 -4.99561
H -2.44167 -3.63758 -3.88754
C 2.33943 5.44068 6.13738
C 3.52287 4.81029 5.38276
C 2.96344 3.43149 5.01607
S 1.39956 3.81412 4.15280
O 0.43201 2.73799 4.30595
O 1.64403 4.30343 2.81462
C 1.08237 5.24304 5.17172
H 2.51625 6.51108 6.27564
H 2.02653 4.93487 7.07049
H 4.47995 4.81906 5.93543
H 3.75002 5.31724 4.45294
H 2.77891 2.71664 5.84086
H 3.58988 2.87057 4.28876
H 0.05550 5.06817 5.53735
H 1.01005 6.08717 4.42691
C -4.99405 1.88663 -2.19998
C -4.82629 1.28871 -0.81856
C -5.29025 -0.18483 -0.90757
S -4.64531 -0.75260 -2.46071
O -5.53659 -1.64737 -3.22021
O -3.28997 -1.20645 -2.16026
C -4.54947 0.87416 -3.21029
H -4.47779 2.85448 -2.33032
H -6.08422 2.02757 -2.32356
H -5.35358 1.92060 -0.10800
H -3.74219 1.35260 -0.51063
H -6.32853 -0.43479 -0.87331
H -4.78203 -0.61430 -0.05699
H -5.02852 0.74392 -4.21039
H -3.47749 0.89640 -3.40194
C -4.44072 -0.72461 6.03782
C -3.72300 -2.13674 6.30977
C -2.31180 -1.90380 6.98083
S -1.91720 -0.19115 6.75496
O -0.69790 -0.10656 5.92819
O -1.96795 0.60657 7.95138
C -3.34960 0.27693 5.75788
H -5.16278 -0.51022 6.81160
H -5.06114 -1.03912 5.26501
H -3.70976 -2.66879 5.33832
H -4.33096 -2.81681 6.99341
H -1.50657 -2.56046 6.62550
H -2.51652 -2.00109 8.04531
H -3.04344 0.27896 4.72227
H -3.71508 1.20799 6.00955
C 1.14440 1.50723 -3.08123
C 0.69269 1.56040 -4.56931
C -0.08055 2.91972 -4.74139
S -0.94063 3.00172 -3.07857
O -2.35520 2.64068 -3.04803
O -0.47356 4.19666 -2.36518
C -0.10551 1.69834 -2.22313
H 1.81525 2.31649 -2.84355
H 1.67321 0.57268 -2.93644
H 0.05886 0.69859 -4.74515
H 1.55330 1.40263 -5.23276
H -0.78166 2.89632 -5.56190
H 0.52384 3.84186 -4.82027
H -0.63696 0.84816 -2.06811
H 0.13577 2.18828 -1.30389
```